(1)
{
  "formula": "C2H7FSi",
  "method": "ωB97M-V/def2-TZVPD",
  "e_above_lowest_kj_mol": 280.1,
  "homo_ev": -10.86,
  "lumo_energy_ev": 1.10,
  "energy_ev": -12781.555,
  "homo_lumo_gap_ev": 11.955,
  "symbols": ["C", "C", "F", "Si", "H", "H", "H", "H", "H", "H", "H"],
  "positions_angstrom": [[-0.71, 1.08, 0.50], [1.78, -0.52, 0.38], [2.20, 0.75, -0.02], [-0.12, -0.71, 0.02], [-0.63, 1.17, 1.55], [-0.05, 1.78, 0.03], [-1.70, 1.41, 0.17], [1.92, -0.52, 1.37], [2.47, -1.17, -0.05], [-0.82, -1.67, 0.98], [-0.45, -1.17, -1.50]]
}

(2)
{
  "formula": "C32H74Br2F3N16O12",
  "method": "ωB97M-V/def2-TZVPD",
  "homo_ev": -11.02,
  "charge": 1,
  "lumo_energy_ev": -2.06,
  "energy_ev": -231032.642,
  "homo_lumo_gap_ev": 8.956,
  "symbols": ["C", "C", "C", "C", "C", "C", "O", "C", "C", "C", "C", "C", "C", "C", "O", "C", "O", "C", "C", "C", "O", "C", "C", "C", "O", "C", "N", "N", "C", "C", "C", "F", "Br", "C", "F", "F", "Br", "H", "H", "H", "H", "H", "H", "H", "H", "H", "H", "H", "H", "H", "H", "H", "H", "H", "H", "H", "H", "H", "H", "H", "H", "H", "H", "H", "H", "H", "H", "H", "H", "H", "H", "H", "H", "H", "H", "H", "H", "H", "H", "H", "H", "H", "H", "C", "O", "N", "N", "H", "H", "H", "H", "C", "O", "N", "N", "H", "H", "H", "H", "C", "O", "N", "N", "H", "H", "H", "H", "C", "O", "N", "N", "H", "H", "H", "H", "C", "O", "N", "N", "H", "H", "H", "H", "C", "O", "N", "N", "H", "H", "H", "H", "C", "O", "N", "N", "H", "H", "H", "H"],
  "positions_angstrom": [[2.47, 1.08, -4.41], [2.02, 2.01, -3.24], [0.49, 2.10, -3.13], [0.07, 2.42, -1.66], [-1.30, 1.80, -1.27], [-1.25, 0.72, -0.17], [-0.04, 0.11, 0.02], [0.48, -0.66, -1.07], [0.45, -2.19, -0.83], [0.61, -2.87, -2.21], [-2.48, -0.22, -0.36], [-2.67, -0.89, -1.72], [-3.87, -1.87, -1.68], [-5.21, -1.20, -1.41], [-6.08, -2.20, -0.85], [-7.05, -1.66, 0.02], [-2.51, -1.26, 0.61], [-2.85, -0.67, 1.84], [-3.16, -1.71, 2.93], [-4.65, -2.02, 2.77], [-5.47, -1.37, 3.32], [-1.80, 0.39, 2.29], [-0.57, -0.14, 3.09], [0.09, -1.48, 2.67], [1.38, -1.19, 2.14], [0.40, -2.38, 3.90], [-0.73, -2.64, 4.78], [-1.51, 1.38, 1.19], [-0.54, 2.45, 1.53], [-0.74, 3.13, 2.90], [-1.77, 4.26, 2.87], [-1.65, 5.08, 1.81], [-1.37, 5.36, 4.46], [-3.25, 3.78, 2.98], [-3.41, 2.87, 3.89], [-3.70, 3.39, 1.79], [-4.45, 5.27, 3.48], [2.55, 0.08, -4.00], [1.73, 1.17, -5.21], [3.45, 1.46, -4.74], [2.39, 3.03, -3.39], [2.48, 1.67, -2.31], [0.16, 2.97, -3.72], [-0.03, 1.22, -3.51], [0.87, 2.14, -0.97], [0.00, 3.51, -1.59], [-1.90, 2.64, -0.87], [-1.80, 1.51, -2.19], [1.54, -0.40, -1.18], [0.03, -0.40, -2.03], [-0.45, -2.50, -0.31], [1.37, -2.40, -0.28], [0.72, -2.14, -3.02], [1.53, -3.46, -2.24], [-0.24, -3.51, -2.47], [-3.35, 0.45, -0.24], [-2.91, -0.19, -2.53], [-1.83, -1.49, -2.07], [-3.68, -2.73, -1.04], [-3.92, -2.27, -2.69], [-5.18, -0.36, -0.70], [-5.69, -0.90, -2.36], [-7.44, -2.49, 0.62], [-6.66, -0.92, 0.73], [-7.91, -1.28, -0.55], [-3.79, -0.10, 1.76], [-2.99, -1.31, 3.92], [-2.63, -2.64, 2.73], [-5.00, -2.83, 2.10], [-2.38, 0.96, 3.03], [0.24, 0.58, 3.20], [-0.94, -0.29, 4.11], [-0.49, -2.08, 1.98], [1.96, -0.90, 2.87], [1.18, -1.87, 4.50], [0.85, -3.33, 3.58], [-0.79, -3.61, 5.08], [-0.72, -2.08, 5.62], [-2.41, 1.86, 1.04], [-0.55, 3.27, 0.82], [0.48, 2.08, 1.52], [-0.96, 2.47, 3.74], [0.21, 3.60, 3.14], [2.90, -5.01, 0.55], [2.46, -4.74, -0.56], [2.38, -4.46, 1.68], [3.92, -5.88, 0.76], [2.71, -4.66, 2.61], [1.62, -3.81, 1.57], [4.35, -6.30, -0.05], [4.29, -6.10, 1.67], [6.04, -5.13, -2.40], [6.39, -4.90, -1.25], [6.93, -5.21, -3.43], [4.74, -5.33, -2.74], [6.67, -5.40, -4.38], [7.90, -5.07, -3.21], [4.05, -5.28, -2.00], [4.43, -5.53, -3.68], [6.33, 1.60, -5.51], [5.28, 1.04, -5.80], [7.49, 1.36, -6.18], [6.42, 2.50, -4.48], [8.36, 1.80, -5.95], [7.45, 0.70, -6.94], [5.59, 2.70, -3.96], [7.27, 2.96, -4.23], [-3.97, -2.70, -5.80], [-3.59, -2.52, -4.65], [-3.10, -2.71, -6.85], [-5.27, -2.92, -6.11], [-3.39, -2.86, -7.80], [-2.13, -2.55, -6.65], [-5.93, -2.92, -5.36], [-5.60, -3.08, -7.05], [0.71, 8.54, 6.05], [0.23, 7.65, 6.72], [0.45, 8.66, 4.71], [1.54, 9.49, 6.57], [0.83, 9.37, 4.12], [-0.16, 7.96, 4.32], [1.74, 9.43, 7.55], [1.94, 10.23, 6.03], [-2.67, 7.03, -1.65], [-1.87, 7.68, -2.29], [-2.31, 6.37, -0.50], [-3.98, 6.90, -2.01], [-2.95, 5.82, 0.05], [-1.36, 6.45, -0.20], [-4.27, 7.37, -2.84], [-4.65, 6.37, -1.49], [4.87, -5.02, 4.82], [3.88, -4.39, 4.49], [6.12, -4.47, 4.83], [4.81, -6.32, 5.23], [6.94, -4.96, 5.10], [6.20, -3.51, 4.53], [3.91, -6.75, 5.24], [5.61, -6.85, 5.51]]
}

(3)
{
  "formula": "C42H32AsF6IrN3O10S2",
  "method": "ωB97M-V/def2-TZVPD",
  "e_above_lowest_kj_mol": 35.5,
  "homo_ev": -5.47,
  "charge": -1,
  "lumo_energy_ev": 2.11,
  "energy_ev": -170675.004,
  "homo_lumo_gap_ev": 7.581,
  "symbols": ["Ir", "C", "O", "C", "C", "C", "C", "C", "C", "N", "N", "C", "O", "C", "C", "C", "C", "C", "C", "C", "O", "H", "H", "H", "H", "H", "H", "H", "H", "H", "H", "H", "H", "O", "C", "C", "C", "C", "C", "C", "C", "O", "O", "H", "H", "H", "H", "H", "C", "C", "C", "C", "C", "C", "As", "C", "C", "C", "C", "C", "C", "C", "C", "C", "C", "C", "C", "H", "H", "H", "H", "H", "H", "H", "H", "H", "H", "H", "H", "H", "H", "H", "F", "C", "F", "F", "S", "O", "O", "N", "S", "O", "O", "C", "F", "F", "F"],
  "positions_angstrom": [[0.22, 0.00, 0.57], [-3.43, 0.71, 2.76], [-2.89, 1.48, 3.84], [-1.54, 1.54, 4.04], [-1.16, 1.85, 5.33], [0.18, 2.02, 5.68], [1.15, 1.87, 4.71], [0.79, 1.55, 3.40], [1.89, 1.35, 2.47], [1.81, 0.85, 1.29], [2.99, 0.59, 0.59], [2.76, -0.24, -0.41], [1.61, -0.70, -0.76], [3.91, -0.63, -1.27], [3.65, -1.30, -2.46], [4.70, -1.66, -3.30], [6.00, -1.36, -2.94], [6.27, -0.69, -1.75], [5.22, -0.33, -0.91], [-0.57, 1.39, 3.03], [-0.94, 1.21, 1.77], [-4.48, 0.58, 3.01], [-2.94, -0.26, 2.67], [-3.34, 1.24, 1.81], [-1.94, 1.96, 6.07], [0.45, 2.26, 6.70], [2.20, 1.98, 4.96], [2.89, 1.59, 2.80], [2.62, -1.53, -2.72], [4.49, -2.18, -4.22], [6.82, -1.64, -3.60], [7.29, -0.46, -1.47], [5.41, 0.19, 0.02], [1.71, -2.73, 3.97], [0.50, -3.26, 4.23], [0.42, -4.18, 5.29], [-0.79, -4.76, 5.61], [-1.94, -4.45, 4.90], [-1.86, -3.55, 3.86], [-0.65, -2.94, 3.51], [-0.66, -1.98, 2.37], [-1.68, -1.74, 1.73], [0.47, -1.38, 2.13], [1.59, -2.12, 3.22], [1.33, -4.41, 5.83], [-0.83, -5.47, 6.43], [-2.89, -4.91, 5.16], [-2.73, -3.29, 3.27], [2.62, 1.60, -4.78], [1.36, 1.04, -4.88], [0.48, 1.10, -3.79], [0.88, 1.71, -2.62], [2.16, 2.26, -2.52], [3.03, 2.20, -3.60], [-0.26, 1.67, -1.07], [-0.17, 3.46, -0.34], [-1.26, 4.31, -0.39], [-1.17, 5.58, 0.19], [-0.01, 5.99, 0.81], [1.08, 5.12, 0.87], [1.00, 3.86, 0.31], [-2.06, 1.54, -1.73], [-2.46, 2.25, -2.86], [-3.77, 2.15, -3.31], [-4.67, 1.35, -2.63], [-4.28, 0.64, -1.50], [-2.97, 0.74, -1.05], [3.30, 1.54, -5.62], [1.05, 0.53, -5.77], [-0.48, 0.62, -3.87], [2.50, 2.71, -1.59], [4.03, 2.61, -3.50], [-2.18, 4.00, -0.85], [-2.03, 6.24, 0.15], [0.05, 6.97, 1.26], [1.99, 5.43, 1.38], [1.84, 3.19, 0.39], [-1.75, 2.87, -3.39], [-4.08, 2.69, -4.19], [-5.69, 1.26, -2.99], [-4.98, 0.01, -0.98], [-2.66, 0.17, -0.18], [-3.08, -4.35, -1.49], [-2.63, -3.50, -0.57], [-3.51, -2.50, -0.47], [-2.59, -4.15, 0.59], [-0.92, -2.86, -1.04], [-1.09, -1.41, -1.03], [-0.03, -3.50, -0.11], [-0.71, -3.46, -2.47], [-1.28, -2.81, -3.80], [-0.31, -2.03, -4.52], [-2.62, -2.30, -3.70], [-1.41, -4.36, -4.78], [-0.24, -4.99, -4.87], [-1.81, -4.04, -6.02], [-2.30, -5.20, -4.25]]
}

(4)
{
  "formula": "C4H8O",
  "method": "ωB97M-V/def2-TZVPD",
  "e_above_lowest_kj_mol": 533.5,
  "homo_ev": -8.21,
  "lumo_energy_ev": 0.53,
  "energy_ev": -6319.639,
  "homo_lumo_gap_ev": 8.738,
  "symbols": ["C", "C", "C", "C", "O", "H", "H", "H", "H", "H", "H", "H", "H"],
  "positions_angstrom": [[0.10, -0.28, 0.47], [1.16, 1.71, 1.33], [-1.29, -0.85, -0.83], [-0.88, -1.47, -1.91], [-0.11, 0.94, 0.12], [1.03, -0.76, 0.14], [-0.30, -0.63, 1.44], [-2.31, -0.67, -0.51], [1.65, 2.39, 0.64], [1.88, 1.04, 1.80], [0.46, 2.14, 2.04], [0.17, -1.52, -2.18], [-1.55, -2.03, -2.56]]
}